Record 1
{"formula": "C45H46BiBrN5O7PS2Sb", "method": "wB97M-V/def2-TZVPD", "symbols": ["Bi", "O", "C", "C", "C", "C", "C", "C", "C", "O", "N", "N", "C", "C", "C", "C", "C", "C", "C", "O", "H", "H", "H", "H", "H", "H", "H", "H", "H", "H", "C", "C", "C", "C", "C", "C", "N", "Sb", "C", "C", "C", "C", "C", "C", "N", "C", "C", "C", "C", "C", "C", "N", "H", "H", "H", "H", "H", "H", "H", "H", "H", "H", "H", "H", "H", "H", "H", "H", "H", "H", "Br", "C", "C", "C", "C", "C", "C", "C", "O", "O", "H", "H", "H", "H", "C", "C", "C", "O", "P", "S", "S", "O", "C", "C", "C", "H", "H", "H", "H", "H", "H", "H", "H", "H", "H", "H", "H", "H", "H"], "xyz": [[-0.154, -0.088, 0.610], [-0.609, -0.669, 4.888], [0.604, -0.389, 5.406], [0.716, -0.451, 6.797], [1.922, -0.200, 7.420], [3.054, 0.082, 6.661], [2.942, 0.153, 5.284], [1.727, -0.052, 4.634], [1.622, 0.211, 3.167], [0.394, 0.371, 2.713], [2.705, 0.336, 2.499], [2.764, 0.979, 1.298], [3.080, 0.422, 0.188], [3.159, -0.980, -0.252], [4.123, -1.336, -1.196], [4.267, -2.645, -1.612], [3.392, -3.612, -1.117], [2.381, -3.266, -0.242], [2.251, -1.946, 0.201], [1.270, -1.608, 1.034], [-0.578, -0.494, 3.925], [-0.175, -0.688, 7.364], [1.980, -0.210, 8.502], [4.005, 0.273, 7.141], [3.803, 0.382, 4.670], [3.408, 1.139, -0.563], [4.781, -0.563, -1.582], [5.046, -2.915, -2.313], [3.496, -4.643, -1.433], [1.664, -3.995, 0.110], [1.723, 3.054, -1.961], [0.370, 3.576, -1.585], [-0.199, 4.641, -2.282], [-1.436, 5.118, -1.902], [-2.066, 4.535, -0.814], [-1.438, 3.475, -0.170], [-0.253, 2.994, -0.556], [-2.362, 2.856, 1.669], [-3.273, 0.961, 1.190], [-4.248, 0.503, 2.073], [-5.037, -0.555, 1.667], [-4.837, -1.101, 0.409], [-3.857, -0.576, -0.425], [-3.592, -1.142, -1.783], [-3.095, 0.460, -0.028], [-0.591, 2.998, 2.898], [-0.702, 2.920, 4.281], [0.429, 3.183, 5.033], [1.587, 3.584, 4.391], [1.578, 3.733, 3.008], [2.774, 4.244, 2.260], [0.496, 3.438, 2.281], [2.147, 3.622, -2.790], [1.644, 2.004, -2.245], [2.387, 3.120, -1.098], [0.337, 5.088, -3.110], [-1.895, 5.946, -2.429], [-3.020, 4.896, -0.455], [-4.363, 0.963, 3.046], [-5.808, -0.951, 2.319], [-5.432, -1.939, 0.070], [-4.196, -2.031, -1.962], [-2.539, -1.407, -1.879], [-3.805, -0.402, -2.557], [-1.628, 2.607, 4.747], [0.412, 3.068, 6.111], [2.490, 3.783, 4.955], [3.242, 5.078, 2.784], [2.462, 4.564, 1.267], [3.504, 3.440, 2.148], [-5.661, -4.285, 4.179], [-4.360, -4.429, 2.799], [-4.373, -5.540, 1.971], [-3.440, -5.625, 0.946], [-2.547, -4.587, 0.724], [-2.569, -3.473, 1.552], [-3.456, -3.401, 2.618], [-1.726, -2.285, 1.218], [-1.203, -2.207, 0.084], [-1.595, -1.353, 2.063], [-5.115, -6.314, 2.113], [-3.430, -6.493, 0.300], [-1.838, -4.613, -0.094], [-3.435, -2.542, 3.274], [2.256, -2.476, -5.999], [2.736, -1.798, -4.726], [3.343, -0.428, -4.977], [1.723, -1.702, -3.719], [0.186, -1.279, -3.803], [-0.975, -2.834, -3.961], [-0.093, -0.002, -2.289], [0.216, -0.408, -5.162], [-0.744, 0.551, -5.650], [-2.170, 0.286, -5.197], [-0.284, 1.947, -5.262], [3.120, -2.771, -6.599], [1.626, -1.807, -6.584], [1.674, -3.365, -5.755], [3.491, -2.433, -4.258], [2.580, 0.250, -5.359], [4.154, -0.506, -5.705], [3.735, -0.017, -4.046], [-0.693, 0.441, -6.736], [-2.258, 0.457, -4.123], [-2.462, -0.741, -5.408], [-2.840, 0.969, -5.723], [-0.283, 2.037, -4.175], [-0.962, 2.693, -5.681], [0.726, 2.138, -5.629]], "atomic_forces_ev_per_a": [[-0.0843, -0.6916, 0.0530], [-0.0354, 0.0491, 0.0047], [-0.0115, -0.0503, -0.0047], [-0.0011, 0.0256, 0.0266], [0.0046, 0.0221, -0.0372], [-0.0203, 0.0479, 0.0082], [0.0511, -0.0085, 0.0755], [-0.0194, -0.0486, -0.1184], [-0.0738, 0.1260, 0.0535], [0.3163, 0.1266, -0.0514], [0.3340, -0.2407, -0.0619], [-0.2256, 0.1701, 0.1138], [0.1044, -0.1264, -0.1004], [0.2803, 0.0510, 0.2705], [0.0547, -0.0276, 0.0491], [-0.0179, 0.0102, 0.0544], [0.0528, 0.0372, -0.0251], [-0.0118, -0.0339, 0.0140], [-0.0319, 0.1051, -0.0116], [-0.1167, 0.0304, -0.0896], [0.0214, 0.0087, 0.0159], [-0.0012, -0.0034, 0.0007], [0.0103, -0.0762, 0.0010], [0.0117, -0.0250, -0.0056], [-0.0312, 0.0657, -0.0124], [-0.2927, 0.0521, -0.1536], [0.0259, -0.0157, 0.0164], [-0.0069, -0.0049, -0.0114], [-0.0416, 0.0028, -0.0300], [-0.0060, 0.0045, 0.0014], [-0.0010, -0.0047, 0.0928], [-0.0392, -0.0513, -0.0276], [0.0194, 0.0344, -0.0227], [-0.0512, 0.0283, -0.0003], [-0.0020, -0.0510, 0.0038], [0.1505, -0.1284, 0.0293], [-0.1443, -0.0991, -0.1112], [-0.5526, 1.0684, 0.1427], [0.1464, -0.0317, 0.0447], [0.1612, -0.0263, -0.0543], [-0.0687, -0.0040, 0.0111], [-0.0525, -0.0138, 0.0203], [0.0211, 0.0884, -0.0401], [0.0198, 0.0276, 0.0507], [0.1149, -0.2132, 0.0683], [-0.0681, -0.0158, -0.0135], [-0.0420, -0.3089, -0.1096], [0.0354, -0.0247, 0.0781], [0.0208, -0.0305, 0.0353], [-0.1003, 0.0885, -0.0782], [0.0070, -0.0788, 0.0521], [0.0652, 0.0145, 0.0828], [0.0139, -0.0020, 0.0082], [0.0169, -0.0192, -0.0211], [0.0131, 0.0068, 0.0090], [0.0112, -0.0263, -0.0034], [-0.0074, -0.0092, -0.0073], [-0.0044, 0.0171, -0.0199], [-0.0538, 0.0009, -0.0021], [0.0352, -0.0390, 0.0208], [0.0064, -0.0040, -0.0015], [-0.0102, 0.0111, -0.0220], [-0.0134, -0.0260, -0.0283], [-0.0293, 0.0152, 0.0150], [0.0071, -0.0032, 0.0147], [-0.0043, 0.0058, -0.0015], [0.0053, 0.0188, -0.0144], [0.0137, -0.0110, 0.0055], [0.0227, -0.0104, -0.0108], [0.0039, -0.0039, -0.0386], [0.0331, -0.0159, 0.0099], [-0.0340, 0.0037, -0.0036], [0.0048, 0.0163, -0.0541], [-0.0023, 0.0343, -0.0032], [0.0002, -0.0185, -0.0097], [-0.0361, 0.0166, -0.0772], [0.0335, -0.0177, 0.1096], [0.0219, 0.0241, 0.0192], [-0.0850, 0.0476, -0.0959], [0.0744, 0.0966, -0.0614], [0.0447, -0.0382, 0.0444], [-0.0160, -0.0064, 0.0027], [-0.0486, 0.0242, -0.0416], [-0.0294, 0.0354, -0.0519], [-0.0451, -0.0254, 0.0215], [-0.0409, 0.0157, -0.1365], [-0.0281, 0.0163, 0.0456], [0.1349, 0.0179, 0.1160], [0.1724, -0.2621, -0.0053], [-0.1119, -0.0573, 0.0204], [-0.0206, 0.2181, 0.0660], [-0.0035, 0.1617, -0.1727], [-0.0422, 0.0432, 0.1330], [0.0507, -0.0677, -0.0142], [0.0285, -0.0209, 0.0240], [0.0029, 0.0175, -0.0084], [0.0060, -0.0258, -0.0081], [0.0172, -0.0118, -0.0068], [-0.0205, -0.0304, 0.0316], [0.0322, -0.0038, -0.0427], [0.0126, 0.0128, 0.0144], [0.0157, -0.0037, -0.0042], [0.0217, -0.0372, -0.0184], [-0.0429, -0.0033, -0.0058], [-0.0159, 0.0062, -0.0026], [0.0115, 0.0201, 0.0077], [-0.0127, 0.0342, -0.0164], [0.0182, 0.0088, -0.0161], [-0.0054, 0.0029, -0.0114]], "lowdin_charge": [1.86, 0.05, -0.27, -0.03, -0.11, -0.11, -0.04, -0.08, -0.44, -0.32, 0.09, 0.03, -0.14, -0.16, -0.05, -0.12, -0.08, 0.00, -0.35, -0.28, 0.06, 0.11, 0.09, 0.09, 0.11, 0.10, 0.11, 0.09, 0.10, 0.12, -0.05, -0.34, -0.04, -0.08, -0.14, -0.46, 0.06, 1.49, -0.52, -0.14, -0.07, -0.03, -0.32, -0.04, 0.04, -0.49, -0.13, -0.07, -0.03, -0.33, -0.04, 0.08, 0.08, 0.01, 0.07, 0.11, 0.10, 0.07, 0.09, 0.11, 0.11, 0.08, 0.00, 0.08, 0.09, 0.11, 0.11, 0.07, 0.07, 0.07, 0.70, -0.67, -0.13, -0.07, 0.00, -0.12, -0.07, -0.62, -0.11, -0.11, 0.10, 0.10, 0.13, 0.11, -0.06, -0.45, -0.04, -0.33, -0.15, 0.22, 0.27, -0.34, -0.45, -0.09, -0.06, 0.08, 0.07, 0.07, 0.12, 0.07, 0.08, 0.07, 0.14, 0.04, 0.05, 0.08, 0.03, 0.08, 0.08], "de_lowest_kj_mol": 102.44, "homo_lumo_gap_ha": 0.2695, "total_charge": -1, "multiplicity": 1, "largest_force_ha_per_bohr": 0.0236, "homo_energy_ha": -0.189}

Record 2
{"formula": "C10H12O2", "method": "wB97M-V/def2-TZVPD", "symbols": ["C", "C", "C", "C", "C", "C", "C", "C", "C", "C", "H", "H", "H", "H", "H", "H", "H", "H", "H", "H", "H", "H", "O", "O"], "xyz": [[3.400, 1.684, -1.378], [2.236, 1.924, -1.572], [0.811, 2.188, -1.461], [0.380, 3.467, -0.720], [-0.631, 2.635, 0.072], [0.167, 1.398, -0.312], [-0.592, -3.325, -0.398], [-1.343, -3.308, 0.839], [-1.686, -2.849, 1.951], [-1.868, -3.644, 3.210], [4.392, 1.423, -1.079], [0.266, 2.103, -2.403], [-0.011, 4.283, -1.317], [1.195, 3.808, -0.079], [-0.700, 2.829, 1.135], [-1.639, 2.626, -0.368], [-0.379, 0.466, -0.555], [0.910, 1.167, 0.468], [0.095, -1.652, -1.274], [0.356, -3.867, -0.284], [-1.182, -3.774, -1.226], [-1.536, -2.913, 3.995], [-0.388, -1.906, -0.476], [-2.252, -4.762, 3.229]], "atomic_forces_ev_per_a": [[-0.3318, -0.0475, 0.0731], [0.6269, 0.0267, 0.1141], [0.3040, -0.1046, -0.2581], [0.1032, 0.5279, 0.1404], [-0.6183, -0.0254, 0.0972], [-0.3853, -1.3874, 0.2737], [-0.3037, 0.5701, -0.2094], [-0.3855, 1.3490, 2.6364], [0.0074, -3.4123, -2.7008], [0.7000, 3.4746, -0.4270], [-0.0741, 0.1082, -0.3189], [0.1079, -0.1974, 0.0437], [0.1124, 0.1756, -0.0883], [-0.1212, 0.1188, -0.0946], [-0.1712, 0.1401, 0.1768], [0.3103, 0.1299, 0.1015], [0.2748, 0.5830, 0.1585], [-0.1628, 0.0343, -0.4006], [-0.0068, -0.2817, -0.0070], [-0.1925, -0.0073, 0.0085], [0.3864, 0.4737, 0.2444], [-0.3324, -1.4986, 0.8392], [0.4764, 0.0814, -1.1590], [-0.3240, -0.8308, 0.7563]], "nbo_charge": [-0.27, 0.02, -0.32, -0.37, -0.40, -0.37, -0.16, 0.14, -0.19, 0.40, 0.24, 0.23, 0.21, 0.21, 0.21, 0.20, 0.22, 0.21, 0.48, 0.21, 0.20, 0.12, -0.70, -0.49], "de_lowest_kj_mol": 642.96, "homo_lumo_gap_ha": 0.3699, "total_charge": 0, "multiplicity": 1, "largest_force_ha_per_bohr": 0.0846, "homo_energy_ha": -0.361}

Calculated E_tot, -182579.305, -14652.648 eV (same order as the records).